Entry 1:
Formula: C14H19AuIN7O
Source: the Open Molecules 2025 dataset
Level of theory: ωB97M-V/def2-TZVPD

Values from the calculation:
**Highest occupied orbital energy (spin up / spin down)**: 2.438 / -1.757 eV
**Gap between HOMO and LUMO (spin up / spin down)**: 1.739 / 5.904 eV
**Electronic energy**: -39091.137 eV
**2S+1**: 3
**Total charge**: -2
**E_LUMO (spin up / spin down)**: 4.2 / 4.1 eV
**⟨S²⟩**: 2.0051

Geometry as XYZ:
```
43
Properties=species:S:1:pos:R:3:lowdin_charge:R:1
C -2.073 -3.668 2.123 -0.5459
I -0.168 -3.487 0.884 -0.2262
H -2.759 -4.145 1.412 -0.0547
H -2.509 -2.754 2.539 -0.0614
H -1.755 -4.355 2.917 -0.0415
C 3.949 -0.917 -0.444 -0.0688
C 3.460 -1.829 -1.307 -0.0580
N 2.076 -1.775 -1.200 -0.1481
C 1.710 -0.903 -0.240 -0.3503
N 2.859 -0.329 0.182 -0.1278
H 4.956 -0.613 -0.248 0.1050
H 3.964 -2.479 -1.985 0.1027
C -3.074 2.633 0.196 -0.0682
C -1.752 0.806 0.282 -0.2854
N -1.838 2.119 0.583 -0.1304
H -4.737 1.599 -0.810 0.1086
N -2.921 0.504 -0.327 -0.1344
H -3.340 3.667 0.343 0.1095
Au -0.177 -0.501 0.406 0.7216
C -0.841 -1.302 2.223 -0.5273
O -0.918 -1.133 3.366 0.0053
C -3.754 1.619 -0.370 -0.0679
C -3.274 -0.776 -0.911 -0.0550
H -3.297 -0.708 -2.009 0.0904
H -4.271 -1.080 -0.564 0.0863
H -2.537 -1.534 -0.615 0.0522
C -0.822 2.964 1.191 -0.0361
H -1.305 3.614 1.932 0.0838
H -0.348 3.604 0.433 0.0855
H -0.054 2.353 1.678 0.0768
C 3.002 0.770 1.118 -0.0537
H 3.916 0.610 1.705 0.0837
H 2.144 0.808 1.799 0.0686
H 3.075 1.731 0.581 0.0556
C 1.206 -2.500 -2.099 -0.1232
H 0.169 -2.450 -1.751 -0.0029
H 1.525 -3.545 -2.159 0.0773
H 1.264 -2.073 -3.110 0.0860
N 0.381 1.369 -1.576 0.0612
C 1.263 2.128 -1.369 -0.4437
N 2.273 2.878 -1.052 -0.0040
C 2.503 4.020 -1.650 -0.4658
N 2.828 5.060 -2.097 0.0207
```


Entry 2:
Formula: C4H7N
Source: the Open Molecules 2025 dataset
Level of theory: ωB97M-V/def2-TZVPD

Values from the calculation:
**Highest occupied orbital energy**: -8.801 eV
**Energy above the lowest of the compared OMol25 structures with the same formula, charge and spin**: 42.9 kcal per mole
**Gap between HOMO and LUMO**: 9.531 eV
**Electronic energy**: -5749.555 eV
**Total charge**: 0
**Structure (SMILES)**: C=NC(=C)C
**E_LUMO**: 0.7 eV

Geometry as XYZ:
```
12
Properties=species:S:1:pos:R:3:lowdin_charge:R:1
C 0.905 -1.205 -1.403 -0.0290
N 0.006 -1.170 -0.492 0.0391
C -0.107 0.045 0.183 -0.4615
C 0.917 0.670 0.797 0.0399
C -1.500 0.530 0.561 -0.0608
H 1.450 -2.096 -1.723 0.0748
H 1.161 -0.296 -1.915 0.0694
H 1.873 0.230 0.559 0.0505
H 0.789 1.244 1.688 0.0526
H -1.541 1.135 1.460 0.0665
H -1.705 1.183 -0.314 0.0850
H -2.249 -0.270 0.599 0.0735
```


Entry 3:
Formula: C11H22BrIN4O6
Source: the Open Molecules 2025 dataset
Level of theory: ωB97M-V/def2-TZVPD

Values from the calculation:
**Highest occupied orbital energy**: -8.288 eV
**Gap between HOMO and LUMO**: 8.256 eV
**Electronic energy**: -108145.637 eV
**Total charge**: 0
**E_LUMO**: 0.0 eV

Geometry as XYZ:
```
45
Properties=species:S:1:pos:R:3:lowdin_charge:R:1
C -1.979 -0.041 1.367 -0.0828
C -2.647 -0.432 0.049 -0.2551
O -1.944 -0.059 -1.124 -0.1605
C -0.738 -0.756 -1.323 -0.1751
C 0.314 0.146 -1.941 -0.3076
N -0.211 1.112 -2.937 0.0830
C 0.937 1.654 -3.482 -0.5711
O 1.160 1.868 -4.646 0.0819
C 1.909 1.837 -2.306 -0.6099
I 2.166 3.922 -1.881 0.8626
C 1.188 1.091 -1.110 -0.7081
Br -0.004 2.446 -0.291 0.7127
C 2.081 0.541 -0.002 -0.1957
C 2.539 -0.911 -0.182 -0.2704
N 3.861 -1.004 -0.832 0.0132
H -2.321 -0.670 2.187 0.0791
H -0.892 -0.063 1.295 0.0426
H -2.248 0.987 1.609 0.0614
H -3.597 0.094 0.000 0.0863
H -2.888 -1.503 0.061 0.1209
H -0.931 -1.573 -2.032 0.1358
H -0.368 -1.216 -0.406 0.1172
H 1.026 -0.445 -2.537 0.1549
H -0.909 0.768 -3.582 0.1542
H 2.922 1.481 -2.468 0.0817
H 1.550 0.637 0.942 0.0829
H 2.982 1.155 0.027 0.1171
H 1.808 -1.543 -0.694 0.0979
H 2.653 -1.335 0.808 0.0749
H 3.739 -0.998 -1.840 0.0593
H 4.237 -1.923 -0.619 0.0646
C -6.792 1.669 -0.476 0.0492
N -6.156 0.963 0.670 -0.4481
O -6.718 -0.013 1.120 0.0740
O -5.105 1.418 1.074 0.0487
H -7.712 1.155 -0.726 0.0934
H -6.980 2.691 -0.162 0.1003
H -6.086 1.646 -1.301 0.1012
C 4.470 -1.998 4.582 0.0492
N 4.100 -2.272 3.167 -0.4400
O 3.750 -3.397 2.877 0.0734
O 4.173 -1.342 2.390 0.0546
H 4.355 -2.914 5.148 0.0941
H 5.500 -1.655 4.585 0.1011
H 3.805 -1.220 4.945 0.1013
```


Entry 4:
Formula: C5H10O2
Source: the Open Molecules 2025 dataset
Level of theory: ωB97M-V/def2-TZVPD

Values from the calculation:
**Highest occupied orbital energy (spin up / spin down)**: -14.591 / -15.011 eV
**Energy above the lowest of the compared OMol25 structures with the same formula, charge and spin**: 25.6 kcal per mole
**Gap between HOMO and LUMO (spin up / spin down)**: 9.691 / 7.255 eV
**Electronic energy**: -9431.992 eV
**2S+1**: 2
**Total charge**: +1
**E_LUMO (spin up / spin down)**: -4.9 / -7.8 eV
**⟨S²⟩**: 0.7758

Geometry as XYZ:
```
17
Properties=species:S:1:pos:R:3:lowdin_charge:R:1
C 1.463 1.002 -2.096 0.1601
C 0.487 0.412 -1.388 -0.0950
C 0.798 -0.507 -0.326 0.0445
C -0.047 -1.074 0.598 -0.2779
O -1.340 -0.839 0.667 0.1550
C 0.339 -1.830 1.849 0.0236
H 1.265 1.819 -2.896 0.1419
H 2.456 0.869 -1.898 0.0571
H -0.567 0.522 -1.453 0.0949
H 1.910 -0.677 -0.353 0.1606
H -1.663 -0.503 -0.207 0.1522
H -0.619 -1.980 2.306 0.0787
H 1.018 -1.257 2.628 0.1556
H 0.888 -2.847 1.646 0.1493
H -2.223 2.870 -0.195 0.0526
H -1.923 1.589 0.453 -0.0492
O -2.242 2.430 0.663 -0.0040
```


Q: The lowest total charge belongs to which entry?
A: C14H19AuIN7O


What did the third record say?
Formula: C11H22BrIN4O6
Source: the Open Molecules 2025 dataset
Level of theory: ωB97M-V/def2-TZVPD

Values from the calculation:
**Highest occupied orbital energy**: -8.288 eV
**Gap between HOMO and LUMO**: 8.256 eV
**Electronic energy**: -108145.637 eV
**Total charge**: 0
**E_LUMO**: 0.0 eV

Geometry as XYZ:
```
45
Properties=species:S:1:pos:R:3:lowdin_charge:R:1
C -1.979 -0.041 1.367 -0.0828
C -2.647 -0.432 0.049 -0.2551
O -1.944 -0.059 -1.124 -0.1605
C -0.738 -0.756 -1.323 -0.1751
C 0.314 0.146 -1.941 -0.3076
N -0.211 1.112 -2.937 0.0830
C 0.937 1.654 -3.482 -0.5711
O 1.160 1.868 -4.646 0.0819
C 1.909 1.837 -2.306 -0.6099
I 2.166 3.922 -1.881 0.8626
C 1.188 1.091 -1.110 -0.7081
Br -0.004 2.446 -0.291 0.7127
C 2.081 0.541 -0.002 -0.1957
C 2.539 -0.911 -0.182 -0.2704
N 3.861 -1.004 -0.832 0.0132
H -2.321 -0.670 2.187 0.0791
H -0.892 -0.063 1.295 0.0426
H -2.248 0.987 1.609 0.0614
H -3.597 0.094 0.000 0.0863
H -2.888 -1.503 0.061 0.1209
H -0.931 -1.573 -2.032 0.1358
H -0.368 -1.216 -0.406 0.1172
H 1.026 -0.445 -2.537 0.1549
H -0.909 0.768 -3.582 0.1542
H 2.922 1.481 -2.468 0.0817
H 1.550 0.637 0.942 0.0829
H 2.982 1.155 0.027 0.1171
H 1.808 -1.543 -0.694 0.0979
H 2.653 -1.335 0.808 0.0749
H 3.739 -0.998 -1.840 0.0593
H 4.237 -1.923 -0.619 0.0646
C -6.792 1.669 -0.476 0.0492
N -6.156 0.963 0.670 -0.4481
O -6.718 -0.013 1.120 0.0740
O -5.105 1.418 1.074 0.0487
H -7.712 1.155 -0.726 0.0934
H -6.980 2.691 -0.162 0.1003
H -6.086 1.646 -1.301 0.1012
C 4.470 -1.998 4.582 0.0492
N 4.100 -2.272 3.167 -0.4400
O 3.750 -3.397 2.877 0.0734
O 4.173 -1.342 2.390 0.0546
H 4.355 -2.914 5.148 0.0941
H 5.500 -1.655 4.585 0.1011
H 3.805 -1.220 4.945 0.1013
```


Q: What is the electronic energy in the third record?
A: -108145.637 eV